Arrangement P

Below is 2 unconnected molecules or ions with the total composition C6H16N3, with properties calculated with ωB97M-V with the def2-TZVPD basis set.

Element x y z (Å)
C 4.13287 0.67281 -0.27148
C -3.10216 0.41237 -1.15485
C -4.13875 0.15761 1.10117
C 2.62667 0.45210 -0.35282
C 2.23298 -0.83893 0.39344
C -3.54484 -0.36412 -0.16856
N 1.10335 -1.52538 -0.21265
N -0.52504 -0.05273 0.15021
N -0.09289 -1.14587 -0.30463
H 4.66459 -0.07276 -0.85270
H 4.38484 1.65357 -0.66856
H 4.47653 0.62184 0.75837
H -2.72613 0.00129 -2.07709
H -3.20051 1.48658 -1.11442
H 1.27623 -2.42448 -0.65425
H -3.39722 0.69442 1.69373
H -4.53842 -0.64878 1.70753
H -4.94208 0.85855 0.88389
H 2.33266 0.37226 -1.40180
H 2.11870 1.31860 0.07565
H 3.07060 -1.53521 0.37200
H 2.00073 -0.62080 1.44034
H -3.48394 -1.44052 -0.26455
H -1.53504 0.13652 -0.08622
H 0.05970 0.63154 0.63278

Computed properties:
Total charge ... +1
Molecular weight ... 130.22 g/mol

Arrangement Q

Below is a gas-phase ion, C6H16N3 (charge +1), with properties calculated with ωB97M-V with the def2-TZVPD basis set.

Element x y z (Å)
C 1.16795 0.85398 3.03662
N 1.47308 -0.33568 2.67323
C 0.67053 -1.17415 1.78494
N 1.05809 -1.01736 0.25976
N 0.58453 0.11268 -0.28624
C -0.57319 0.19493 -1.17348
C -0.16659 -0.20544 -2.60199
C -1.67811 -0.76647 -0.81370
C -1.00698 1.59729 -1.22441
H 0.16455 1.21987 2.77040
H 1.87877 1.52875 3.47760
H 2.46273 -0.54757 2.89146
H 0.91290 -2.15302 2.05058
H -0.46532 -0.96295 2.04317
H 2.08296 -1.06432 0.18536
H 1.11019 0.93414 -0.20731
H -1.11479 -0.59115 -2.98392
H 0.09819 0.60121 -3.38975
H 0.70236 -0.85810 -2.77622
H -1.39349 -1.84235 -0.51159
H -2.45039 -0.78476 -1.50778
H -2.20835 -0.51054 0.16752
H -0.12490 2.20296 -1.43619
H -1.62686 1.73675 -2.08762
H -1.55787 1.83132 -0.34045

Computed properties:
Structure (SMILES) ... C=[NH+]CNNC(C)(C)C
Total charge ... +1
Molecular weight ... 130.22 g/mol

arrangement P (1.162 eV below the next structure)

Arrangement P

Below is a single C4H3NO2 molecule, with properties calculated with ωB97M-V with the def2-TZVPD basis set.

Element x y z (Å)
C -0.87192 -0.93949 -0.49593
C -1.72335 -0.00961 -0.22531
C 0.64557 -1.09013 -0.26930
C 0.63358 0.97405 0.59370
N 1.27158 -0.08869 0.16211
O 0.81176 2.18145 0.13101
O 1.13716 1.89134 1.48931
H -1.26422 -1.82368 -1.13752
H -1.69844 0.80743 0.40033
H 1.05829 -1.90267 -0.64840

Computed properties:
Molecular weight ... 97.07 g/mol

Arrangement Q

Below is a single C4H3NO2 molecule, with properties calculated with ωB97M-V with the def2-TZVPD basis set.

Element x y z (Å)
H -1.37646 1.17471 -2.20695
N -1.53405 0.47550 -1.48183
C -0.58619 0.31017 -0.68882
O 0.61489 0.97451 -0.68205
C 1.29619 0.06686 0.09765
C 0.63871 -0.51812 1.13854
C -0.74357 -0.50208 0.77299
O -1.74141 -1.04475 1.13089
H 2.36535 0.10216 -0.05556
H 1.06654 -1.03895 1.97513

Computed properties:
Structure (SMILES) ... [H]/N=C1\OC=CC1=O
Molecular weight ... 97.07 g/mol

Arrangement R

Below is a single C4H3NO2 molecule, with properties calculated with ωB97M-V with the def2-TZVPD basis set.

Element x y z (Å)
O 2.82696 0.49027 0.51306
C 2.00943 -0.25165 0.02723
C 0.54503 -0.09858 0.09239
N -0.22646 -0.88586 -0.58419
C -1.48534 -0.36472 -0.41893
C -1.40480 0.72614 0.38818
O -0.09772 0.90533 0.71958
H 2.25612 -1.14214 -0.58331
H -2.29521 -0.82302 -0.96551
H -2.09656 1.44466 0.80522

Computed properties:
Structure (SMILES) ... O=Cc1ncco1
Molecular weight ... 97.07 g/mol

Arrangement S

Below is 2 unconnected molecules or ions with the total composition C4H3NO2, with properties calculated with ωB97M-V with the def2-TZVPD basis set.

Element x y z (Å)
C -0.65049 1.10121 -0.03437
C -0.51266 -2.52772 1.65932
C -1.30048 -0.31865 1.87393
C 0.39368 1.88132 -0.32637
N -0.69663 0.29134 1.05758
O -1.28343 -3.35323 1.55456
O -1.74651 -0.85433 2.82101
H -1.55358 0.82197 -0.54667
H 0.21413 2.68094 -1.03178
H 1.24021 1.99134 0.34556

Computed properties:
Molecular weight ... 97.07 g/mol

arrangement R (0.890 eV below the next structure)

Arrangement P

Below is 2 unconnected molecules or ions with the total composition C4H3NO2, with properties calculated with ωB97M-V with the def2-TZVPD basis set.

Element x y z (Å)
C 0.49288 -0.15704 1.15676
C 0.54960 -0.05901 2.36234
C -0.85982 1.90002 -1.40063
C 0.01065 -0.21560 -0.11971
N 0.19402 -1.38824 -0.73044
O 0.03006 2.43917 -0.93766
O -1.72985 1.32452 -1.81281
H 0.61327 -2.12220 -0.29008
H -0.07332 -1.56620 -1.70620
H 0.77251 -0.15541 3.47843

Computed properties:
Molecular weight ... 97.07 g/mol

Arrangement Q

Below is a single C4H3NO2 molecule, with properties calculated with ωB97M-V with the def2-TZVPD basis set.

Element x y z (Å)
O -2.44366 0.55201 -0.38420
C -1.68340 -0.31243 -0.76061
C -0.26008 -0.29330 -0.29335
C 0.28849 0.72574 0.61110
C 1.58715 0.35879 0.76550
O 1.77654 -0.86176 -0.04812
N 0.61860 -1.18510 -0.65046
H -2.04107 -1.11215 -1.44673
H -0.39902 1.51002 0.94960
H 2.53182 0.63015 1.26555

Computed properties:
Structure (SMILES) ... O=Cc1ccon1
Molecular weight ... 97.07 g/mol

arrangement Q (1.031 eV below the next structure)

Arrangement P

Below is a single C4H3NO2 molecule, with properties calculated with ωB97M-V with the def2-TZVPD basis set.

Element x y z (Å)
O 0.73300 -2.37940 -0.12640
C 0.36937 -1.20359 -0.10233
C 1.29316 0.01471 -0.06714
C 0.44826 1.12717 -0.04413
N -0.89554 0.68243 -0.27159
C -1.05181 -0.69094 -0.10773
O -2.17498 -1.09140 0.07948
H 2.37106 0.03829 0.47732
H 0.66102 2.20688 0.20152
H -1.75354 1.29585 -0.03900

Computed properties:
Structure (SMILES) ... O=C1C=CNC1=O
Molecular weight ... 97.07 g/mol

Arrangement Q

Below is a single C4H3NO2 molecule, with properties calculated with ωB97M-V with the def2-TZVPD basis set.

Element x y z (Å)
O 3.03078 0.08557 0.02043
C 1.87846 0.38992 -0.04712
C 0.62919 -0.27367 0.45349
N 0.07186 -1.21663 -0.24175
C -1.25521 -0.84244 -0.32582
C -1.43309 0.31256 0.36025
O -0.24275 0.67455 0.88688
H 1.49877 1.23895 -0.65436
H -1.93462 -1.37061 -0.97638
H -2.24339 1.00181 0.52438

Computed properties:
Structure (SMILES) ... O=Cc1ncco1
Molecular weight ... 97.07 g/mol

arrangement P (0.255 eV below the next structure)

Arrangement P

Below is a single C4H3NO2 molecule, with properties calculated with ωB97M-V with the def2-TZVPD basis set.

Element x y z (Å)
O -0.67635 -1.85027 -0.81267
C 0.08002 -0.94641 -0.91899
C 0.58422 1.75074 -1.58143
N 0.55549 1.10768 -0.60291
C 0.45475 0.14251 0.35330
C -0.75959 0.16815 1.20817
O -1.71510 0.86642 1.03128
H 0.73995 -1.05058 -1.79279
H 1.38197 -0.01177 0.92093
H -0.77923 -0.57028 2.01400

Computed properties:
Molecular weight ... 97.07 g/mol

Arrangement Q

Below is a single C4H3NO2 molecule, with properties calculated with ωB97M-V with the def2-TZVPD basis set.

Element x y z (Å)
C 1.38248 0.87916 -2.14639
C 0.72793 0.08387 -1.37787
O 0.22941 0.58265 -0.27788
C -0.41149 -0.45167 0.33865
O -0.18324 -1.68488 -0.03001
C -1.03333 0.14925 1.55671
N -1.22609 0.49089 2.63967
H 1.78973 1.83529 -1.66831
H 1.94759 0.68571 -3.16652
H 0.48252 -1.10299 -1.40636

Computed properties:
Structure (SMILES) ... C=COC(=O)C#N
Molecular weight ... 97.07 g/mol

Arrangement R

Below is a molecular structure, C4H3NO2, with properties calculated with ωB97M-V with the def2-TZVPD basis set.

Element x y z (Å)
C -0.62980 0.89020 1.23483
C 1.33332 0.94512 1.39001
C -1.25326 1.69454 2.04123
C -0.68838 0.05800 0.01453
N 1.62994 0.36608 0.29687
O -1.62096 2.37171 2.93282
O 0.62811 -0.20874 -0.54579
H -1.21928 -1.01688 0.09322
H -1.22176 0.60251 -0.69720
H 2.40450 0.33854 -0.33772

Computed properties:
Molecular weight ... 97.07 g/mol

arrangement P (0.144 eV below the next structure)

Arrangement P

Below is a single C4H3NO2 molecule, with properties calculated with ωB97M-V with the def2-TZVPD basis set.

Element x y z (Å)
O 2.25085 -0.89089 0.75335
C 1.53247 0.05382 0.97373
C 0.44362 0.46208 0.03310
C -0.24094 -0.59744 -0.60190
C -1.47189 -0.10164 -0.82585
O -1.52904 1.18684 -0.45187
N -0.27263 1.55783 0.09916
H 1.46765 0.52748 1.96795
H 0.16736 -1.57912 -0.74799
H -2.34744 -0.61896 -1.19968

Computed properties:
Structure (SMILES) ... O=Cc1ccon1
Molecular weight ... 97.07 g/mol

Arrangement Q

Below is 2 unconnected molecules or ions with the total composition C4H3NO2, with properties calculated with ωB97M-V with the def2-TZVPD basis set.

Element x y z (Å)
O -0.76784 -0.51345 2.90422
C -0.69685 -0.18143 1.80502
C -0.77280 0.22549 0.56291
C 0.28518 0.75218 -0.29843
O 1.42069 0.38026 -0.19255
H -1.72129 0.26602 0.20974
H -0.00525 1.40745 -1.11379
C 1.21134 -1.91459 1.10745
N 0.47876 -2.44921 0.45991
H 2.00250 -1.43118 1.77237

Computed properties:
Structure (SMILES) ... O=C=CC=O.C#N
Molecular weight ... 97.07 g/mol

arrangement P (0.172 eV below the next structure)